The following is a quantum chemistry calculation of a cluster of 7 separate species, C39H77N2O7S2 in total in a non-equilibrium geometry, from the OMol25 dataset.

Calculated values
- Expectation value of S²: 0.75
- HOMO-LUMO gap (alpha / beta): 8.04 / 8.41 eV
- 2S+1: 2
- Total charge: 0
- Total energy: -80672.566 eV
- Max |F|: 0.0432 hartree/bohr

Each atom is followed by the atoms it is bonded to, with distances in Å.
Cartesian coordinates (Å):
1 C -0.95 -2.40 3.05  C2 1.548, H27 1.082, H28 1.086, H29 1.085
2 C -0.12 -3.53 2.41  C1 1.548, C3 1.541, H30 1.089, H31 1.087
3 C -0.94 -4.72 1.88  C2 1.541, C4 1.514, H32 1.086, H33 1.092
4 C -0.73 -5.03 0.41  C3 1.514, N5 1.483, H34 1.087, H35 1.101
5 N -1.19 -3.99 -0.53  C4 1.483, C6 1.475, C21 1.416
6 C -0.70 -4.29 -1.89  N5 1.475, C7 1.526, H36 1.088, H37 1.096
7 C -1.14 -3.24 -2.90  C6 1.526, C8 1.531, H38 1.089, H39 1.088
8 C 0.05 -2.61 -3.65  C7 1.531, C9 1.541, H40 1.090, H41 1.089
9 C 0.94 -1.81 -2.68  C8 1.541, C10 1.537, H42 1.088, H43 1.088
10 C 0.89 -0.29 -2.87  C9 1.537, C11 1.538, C20 1.548, H44 1.090
11 C 1.73 0.37 -1.77  C10 1.538, C12 1.524, H45 1.087, H46 1.089
12 C 0.89 0.87 -0.60  C11 1.524, C13 1.521, C14 1.552, N15 1.486
13 C 0.14 -0.22 0.16  C12 1.521, H47 1.086, H48 1.087, H49 1.088
14 C 1.85 1.56 0.41  C12 1.552, H50 1.088, H51 1.086, H52 1.084
15 N -0.01 1.92 -1.14  C12 1.486, O16 1.287, C17 1.490
16 O -0.55 2.64 -0.22  N15 1.287
17 C -1.00 1.48 -2.15  N15 1.490, C18 1.542, C19 1.540, C20 1.564
18 C -1.22 2.69 -3.09  C17 1.542, H53 1.089, H54 1.085, H55 1.083
19 C -2.38 1.17 -1.53  C17 1.540, H56 1.086, H57 1.086, H58 1.086
20 C -0.55 0.27 -3.03  C10 1.548, C17 1.564, H59 1.083, H60 1.086
21 C -2.60 -3.89 -0.48  N5 1.416, S22 1.625, S23 1.771
22 S -3.32 -2.67 0.33  C21 1.625
23 S -3.56 -5.13 -1.31  C21 1.771, C24 1.804
24 C -5.13 -4.30 -1.61  S23 1.804, C25 1.529, H61 1.088, H62 1.083
25 C -5.05 -3.16 -2.62  C24 1.529, C26 1.519, H63 1.091, H64 1.085
26 C -5.34 -3.60 -4.05  C25 1.519, H65 1.087, H66 1.089, H67 1.088
27 H -0.55 -2.16 4.02  C1 1.082
28 H -0.87 -1.50 2.43  C1 1.086
29 H -1.99 -2.70 3.19  C1 1.085
30 H 0.54 -3.90 3.19  C2 1.089
31 H 0.51 -3.11 1.62  C2 1.087
32 H -1.99 -4.61 2.12  C3 1.086
33 H -0.61 -5.62 2.41  C3 1.092
34 H 0.32 -5.25 0.21  C4 1.087
35 H -1.26 -5.97 0.19  C4 1.101
36 H 0.39 -4.36 -1.85  C6 1.088
37 H -1.04 -5.28 -2.20  C6 1.096
38 H -1.82 -3.68 -3.62  C7 1.089
39 H -1.64 -2.44 -2.36  C7 1.088
40 H 0.63 -3.39 -4.14  C8 1.090
41 H -0.35 -1.98 -4.44  C8 1.089
42 H 1.97 -2.10 -2.86  C9 1.088
43 H 0.73 -2.09 -1.64  C9 1.088
44 H 1.41 -0.12 -3.81  C10 1.090
45 H 2.47 -0.35 -1.44  C11 1.087
46 H 2.25 1.25 -2.16  C11 1.089
47 H -0.52 0.20 0.91  C13 1.086
48 H 0.86 -0.86 0.66  C13 1.087
49 H -0.47 -0.85 -0.49  C13 1.088
50 H 2.86 1.20 0.24  C14 1.088
51 H 1.57 1.29 1.43  C14 1.086
52 H 1.82 2.63 0.31  C14 1.084
53 H -0.27 3.08 -3.44  C18 1.089
54 H -1.74 3.47 -2.55  C18 1.085
55 H -1.85 2.37 -3.92  C18 1.083
56 H -2.30 0.71 -0.55  C19 1.086
57 H -2.92 2.10 -1.39  C19 1.086
58 H -2.96 0.55 -2.20  C19 1.086
59 H -1.27 -0.52 -2.88  C20 1.083
60 H -0.66 0.57 -4.07  C20 1.086
61 H -5.77 -5.08 -2.01  C24 1.088
62 H -5.55 -3.95 -0.68  C24 1.083
63 H -5.81 -2.43 -2.34  C25 1.091
64 H -4.11 -2.62 -2.55  C25 1.085
65 H -6.25 -4.18 -4.11  C26 1.087
66 H -4.50 -4.17 -4.46  C26 1.089
67 H -5.46 -2.74 -4.70  C26 1.088
68 C -1.49 -5.26 5.79  C69 1.510, H72 1.087, H73 1.091, H74 1.091
69 C -1.03 -4.03 6.55  C68 1.510, O70 1.208, C71 1.510
70 O -0.78 -3.00 5.98  C69 1.208
71 C -0.88 -4.17 8.05  C69 1.510, H75 1.091, H76 1.091, H77 1.087
72 H -1.56 -5.03 4.73  C68 1.087
73 H -0.79 -6.08 5.94  C68 1.091
74 H -2.48 -5.56 6.15  C68 1.091
75 H -0.16 -4.95 8.28  C71 1.091
76 H -1.84 -4.43 8.49  C71 1.091
77 H -0.54 -3.23 8.47  C71 1.087
78 C 5.78 -3.68 -3.20  C79 1.509, H82 1.087, H83 1.091, H84 1.091
79 C 4.84 -2.96 -2.25  C78 1.509, O80 1.209, C81 1.509
80 O 4.24 -1.97 -2.59  C79 1.209
81 C 4.69 -3.55 -0.87  C79 1.509, H85 1.091, H86 1.091, H87 1.088
82 H 5.80 -3.16 -4.15  C78 1.087
83 H 6.79 -3.69 -2.78  C78 1.091
84 H 5.45 -4.70 -3.35  C78 1.091
85 H 5.65 -3.56 -0.36  C81 1.091
86 H 4.31 -4.57 -0.93  C81 1.091
87 H 3.99 -2.95 -0.30  C81 1.088
88 C 1.31 3.99 4.48  C89 1.507, H92 1.089, H93 1.092, H94 1.091
89 C 0.70 2.76 3.87  C88 1.507, O90 1.213, C91 1.507
90 O 1.13 1.65 4.11  C89 1.213
91 C -0.47 2.97 2.95  C89 1.507, H95 1.090, H96 1.092, H97 1.087
92 H 2.14 3.71 5.12  C88 1.089
93 H 1.67 4.64 3.67  C88 1.092
94 H 0.57 4.53 5.06  C88 1.091
95 H -0.17 3.59 2.11  C91 1.090
96 H -1.29 3.46 3.48  C91 1.092
97 H -0.82 2.01 2.57  C91 1.087
98 C 5.05 3.00 2.30  C99 1.510, H102 1.088, H103 1.091, H104 1.092
99 C 5.48 2.38 3.61  C98 1.510, O100 1.210, C101 1.509
100 O 6.47 2.76 4.20  C99 1.210
101 C 4.62 1.26 4.14  C99 1.509, H105 1.091, H106 1.092, H107 1.088
102 H 5.75 3.79 2.02  C98 1.088
103 H 5.03 2.24 1.52  C98 1.091
104 H 4.05 3.43 2.41  C98 1.092
105 H 4.59 0.44 3.42  C101 1.091
106 H 3.60 1.61 4.31  C101 1.092
107 H 5.03 0.90 5.08  C101 1.088
108 C 1.48 7.45 0.14  C109 1.508, H112 1.088, H113 1.091, H114 1.091
109 C 1.74 7.23 1.61  C108 1.508, O110 1.209, C111 1.509
110 O 1.76 6.12 2.09  C109 1.209
111 C 1.96 8.46 2.46  C109 1.509, H115 1.091, H116 1.091, H117 1.087
112 H 1.34 6.49 -0.34  C108 1.088
113 H 0.58 8.05 0.01  C108 1.091
114 H 2.33 7.96 -0.31  C108 1.091
115 H 1.08 9.11 2.42  C111 1.091
116 H 2.83 9.01 2.10  C111 1.091
117 H 2.13 8.17 3.49  C111 1.087
118 C -3.54 5.53 -6.51  C119 1.510, H122 1.087, H123 1.091, H124 1.091
119 C -3.57 5.19 -5.04  C118 1.510, O120 1.208, C121 1.510
120 O -3.60 4.05 -4.65  C119 1.208
121 C -3.54 6.35 -4.07  C119 1.510, H125 1.091, H126 1.091, H127 1.088
122 H -3.57 4.61 -7.09  C118 1.087
123 H -4.41 6.13 -6.77  C118 1.091
124 H -2.64 6.08 -6.75  C118 1.091
125 H -4.40 6.99 -4.23  C121 1.091
126 H -2.63 6.94 -4.22  C121 1.091
127 H -3.55 5.98 -3.05  C121 1.088

Atom charges from the Löwdin analysis, given in e for atoms 1 to 4:
1. C -0.108
2. C -0.221
3. C -0.212
4. C -0.209